{"formula": "C4H7N3", "method": "ωB97M-V/def2-TZVPD", "e_homo_ev": [-8.663, -8.663], "e_tot_ha": -320.79298, "max_force_ha_per_bohr": 0.0735, "relative_energy_kcal_mol": 56.7, "species": ["C", "C", "N", "C", "N", "C", "N", "H", "H", "H", "H", "H", "H", "H"], "coordinates": [[0.205, -1.264, 0.378], [-0.309, -0.572, -0.899], [1.553, -0.935, 0.610], [-0.400, 0.844, -0.394], [0.723, 1.450, -0.099], [-1.674, 1.479, -0.286], [-2.694, 2.005, -0.199], [-0.043, -2.329, 0.410], [1.549, 0.334, 0.373], [1.807, -1.161, 1.569], [0.629, 2.379, 0.306], [0.436, -0.653, -1.691], [-1.288, -0.949, -1.189], [-0.496, -0.628, 1.112]], "forces_ev_per_a": [[-2.070, 1.543, 1.082], [0.288, 0.115, 0.261], [0.926, 2.772, -0.699], [2.281, 0.723, -0.813], [-1.753, -0.388, -0.553], [-0.712, 0.455, 0.338], [0.197, -0.136, -0.070], [-0.007, 0.193, 0.075], [0.403, -3.641, 0.940], [0.020, 0.273, -0.169], [-0.251, -0.035, 0.053], [-0.135, 0.021, -0.166], [0.116, 0.015, -0.101], [0.698, -1.911, -0.177]], "mulliken_charge": [-0.40, -0.63, -0.76, 0.36, -0.52, 0.15, -0.37, 0.40, 0.40, 0.21, 0.22, 0.30, 0.35, 0.27]}



{"formula": "C4H7N3", "method": "ωB97M-V/def2-TZVPD", "e_homo_ev": -8.415, "e_tot_ha": -320.82329, "smiles": "CNC1=CCN=N1", "max_force_ha_per_bohr": 0.0105, "relative_energy_kcal_mol": 37.7, "species": ["C", "N", "C", "C", "C", "N", "N", "H", "H", "H", "H", "H", "H", "H"], "coordinates": [[2.207, 0.056, 0.278], [1.214, 0.232, -0.759], [-0.109, 0.170, -0.408], [-0.776, -0.493, 0.557], [-2.208, -0.278, 0.217], [-2.198, 0.723, -0.849], [-1.024, 0.892, -1.241], [2.117, -0.942, 0.721], [3.203, 0.139, -0.162], [2.107, 0.798, 1.084], [1.400, 0.961, -1.434], [-0.385, -1.082, 1.376], [-2.620, -1.096, -0.393], [-2.929, -0.080, 1.014]], "forces_ev_per_a": [[0.138, -0.082, 0.129], [-0.071, 0.249, -0.016], [-0.095, -0.203, 0.143], [-0.015, 0.077, -0.238], [-0.087, 0.052, 0.012], [0.310, 0.054, -0.150], [-0.129, 0.072, 0.126], [0.007, 0.141, -0.104], [-0.115, -0.016, 0.072], [0.027, -0.119, -0.099], [-0.019, -0.026, 0.133], [-0.071, 0.002, -0.229], [-0.036, -0.394, 0.369], [0.156, 0.193, -0.148]], "mulliken_charge": [-0.87, -0.23, 0.30, -0.25, -0.46, -0.35, -0.26, 0.26, 0.34, 0.31, 0.29, 0.35, 0.22, 0.36]}



{"formula": "C4H7N3", "method": "ωB97M-V/def2-TZVPD", "e_homo_ev": -9.124, "e_tot_ha": -320.87700, "smiles": "[H]/N=C1\\CCN\\C1=N\\[H]", "max_force_ha_per_bohr": 0.0093, "relative_energy_kcal_mol": 4.0, "species": ["H", "N", "C", "C", "C", "N", "C", "N", "H", "H", "H", "H", "H", "H"], "coordinates": [[-0.449, -2.609, -0.735], [-0.961, -1.984, -0.106], [-0.314, -0.904, 0.026], [0.997, -0.454, -0.583], [0.840, 1.073, -0.592], [0.045, 1.298, 0.608], [-0.831, 0.255, 0.845], [-1.853, 0.324, 1.599], [-2.309, -0.588, 1.620], [1.813, -0.740, 0.094], [1.188, -0.888, -1.568], [0.312, 1.388, -1.506], [1.795, 1.601, -0.542], [-0.274, 2.227, 0.842]], "forces_ev_per_a": [[-0.161, -0.045, 0.131], [0.356, 0.311, -0.065], [-0.067, -0.232, -0.011], [-0.009, -0.047, -0.070], [0.130, 0.003, -0.106], [-0.152, 0.052, 0.030], [-0.281, 0.136, 0.188], [0.352, -0.140, -0.276], [0.035, 0.038, -0.021], [-0.130, 0.051, -0.107], [-0.061, 0.074, 0.158], [0.101, -0.009, 0.142], [-0.148, -0.082, 0.024], [0.034, -0.110, -0.018]], "mulliken_charge": [0.25, -0.67, 0.52, -0.52, -0.56, -0.25, 0.29, -0.82, 0.27, 0.24, 0.39, 0.27, 0.30, 0.29]}



{"formula": "C4H7N3", "method": "ωB97M-V/def2-TZVPD", "e_homo_ev": [-20.079, -20.080], "e_tot_ha": -319.92821, "charge": 2, "max_force_ha_per_bohr": 0.1035, "relative_energy_kcal_mol": 117.3, "species": ["C", "C", "C", "C", "N", "N", "N", "H", "H", "H", "H", "H", "H", "H"], "coordinates": [[0.396, -1.507, -0.956], [-1.508, -0.440, -1.259], [1.426, -0.607, -0.541], [0.216, 0.773, 1.831], [-0.692, -1.509, -1.394], [0.365, 0.373, -0.129], [-0.865, 0.510, -0.590], [-2.602, -0.265, -1.593], [2.023, -1.064, 0.252], [2.142, -0.262, -1.365], [1.105, 1.079, 2.187], [-0.579, 1.512, 1.690], [-0.214, -0.016, 2.317], [-1.211, 1.423, -0.451]], "forces_ev_per_a": [[-0.664, 0.033, -1.224], [-2.238, 2.530, 0.332], [1.352, -0.079, -1.178], [-3.261, 1.266, -3.837], [-0.200, -1.821, -0.162], [1.566, 1.093, 4.968], [0.373, -2.725, -1.832], [2.059, -0.690, 0.259], [-0.133, 0.763, 0.517], [-1.113, -0.398, 0.808], [3.391, 1.148, 0.457], [0.719, 0.239, 0.040], [-0.746, -2.854, 0.649], [-1.105, 1.494, 0.202]], "mulliken_charge": [0.37, 0.02, -0.12, -0.51, 0.02, -0.32, 0.17, 0.39, 0.29, 0.31, 0.34, 0.35, 0.38, 0.30]}



{"formula": "C4H7N3O", "method": "ωB97M-V/def2-TZVPD", "e_homo_ev": -9.765, "e_tot_ha": -396.09415, "smiles": "[H]/N=C\\N=C/NC(C)=O", "max_force_ha_per_bohr": 0.0385, "relative_energy_kcal_mol": 34.0, "species": ["H", "N", "C", "N", "C", "N", "C", "C", "O", "H", "H", "H", "H", "H", "H"], "coordinates": [[-1.113, -0.201, 1.686], [-1.740, -0.893, 1.242], [-1.915, -0.468, 0.054], [-1.563, 0.755, -0.532], [-0.615, 1.522, -0.134], [0.630, 1.149, 0.338], [1.499, 0.090, 0.115], [1.164, -1.101, -0.734], [2.544, 0.074, 0.712], [-2.417, -1.104, -0.706], [-0.665, 2.626, -0.287], [1.020, 1.797, 0.997], [0.395, -0.886, -1.424], [2.061, -1.512, -1.244], [0.714, -1.848, -0.083]], "forces_ev_per_a": [[-0.498, -0.356, 0.408], [0.556, 0.888, -0.500], [0.313, -1.161, -1.442], [0.188, 1.331, 1.456], [-0.356, -0.479, -1.521], [-0.350, 0.245, 0.485], [0.348, -1.502, 0.299], [0.103, 0.006, -0.058], [0.582, 0.649, 0.383], [-0.024, 0.277, 0.770], [-0.246, -0.808, 0.082], [0.485, 0.341, -0.008], [-0.753, 0.275, -1.129], [-0.589, 0.444, 0.559], [0.241, -0.149, 0.216]], "mulliken_charge": [0.29, -0.54, -0.08, -0.46, 0.05, -0.19, 0.59, -1.03, -0.56, 0.38, 0.35, 0.21, 0.38, 0.32, 0.30]}



{"formula": "C4H7N3O", "method": "ωB97M-V/def2-TZVPD", "e_homo_ev": -8.187, "e_tot_ha": -395.98924, "max_force_ha_per_bohr": 0.1509, "relative_energy_kcal_mol": 99.9, "species": ["C", "C", "C", "C", "H", "H", "H", "H", "H", "H", "H", "N", "N", "N", "O"], "coordinates": [[-0.009, -1.682, 1.033], [0.387, -0.525, 0.292], [1.369, 1.369, -0.148], [0.078, 1.352, -0.633], [-0.854, -3.615, 0.074], [-1.741, -2.805, 1.422], [0.833, -2.230, 1.321], [-0.270, -1.464, 2.122], [2.250, 2.084, -0.319], [-0.395, 3.060, -1.015], [-1.469, 0.015, -0.570], [-1.251, -2.441, 0.505], [1.475, 0.104, 0.318], [-0.564, 0.255, -0.132], [-0.865, 2.056, -1.391]], "forces_ev_per_a": [[-2.029, -2.221, 2.751], [-0.941, -1.253, 1.338], [-0.264, 0.904, -2.307], [-2.587, 0.517, 0.013], [-1.425, 4.804, 1.525], [1.119, 0.965, -2.391], [1.494, -1.608, -0.580], [-0.240, 0.794, -1.310], [-1.703, -1.360, 0.361], [-2.893, -3.667, -2.444], [0.786, -0.153, 0.861], [1.829, -4.813, 1.013], [4.930, -0.632, 2.046], [-2.414, 1.813, -3.418], [4.338, 5.911, 2.543]], "mulliken_charge": [-0.51, 0.24, -0.35, 0.34, 0.28, 0.29, 0.46, 0.25, 0.30, 0.42, 0.31, -0.74, -0.62, -0.10, -0.57]}



{"formula": "C4H7N3O", "method": "ωB97M-V/def2-TZVPD", "e_homo_ev": -8.559, "e_tot_ha": -396.01525, "smiles": "[H]/N=C(\\N)C(=C)/N=C/O", "max_force_ha_per_bohr": 0.0855, "relative_energy_kcal_mol": 83.6, "species": ["H", "N", "C", "N", "C", "C", "N", "C", "O", "H", "H", "H", "H", "H", "H"], "coordinates": [[0.333, 3.206, 0.707], [0.674, 2.257, 0.848], [0.056, 1.377, 0.214], [-0.896, 1.269, -0.694], [0.655, -0.301, 0.642], [1.931, -0.340, 0.987], [-0.263, -1.223, 0.409], [-0.856, -1.454, -0.733], [-1.932, -2.287, -0.754], [-0.985, 2.001, -1.383], [-1.085, 0.165, -1.037], [2.472, 0.580, 1.133], [2.422, -1.284, 1.173], [-0.296, -1.544, -1.670], [-2.231, -2.422, 0.157]], "forces_ev_per_a": [[0.014, -0.023, -0.247], [0.017, 0.864, 0.301], [1.786, -3.743, 1.453], [-1.360, -2.519, -1.547], [0.598, 4.105, -1.375], [-0.224, -0.388, 0.230], [-2.858, -1.026, -1.647], [1.836, -2.740, 2.396], [0.108, 0.599, -0.316], [-0.131, -0.214, -0.037], [0.451, 4.105, 0.907], [-0.033, 0.095, 0.010], [0.060, -0.063, 0.035], [-0.344, 0.825, -0.210], [0.080, 0.122, 0.045]], "mulliken_charge": [0.22, -0.59, 0.44, -0.44, 0.43, -0.99, -0.48, 0.00, -0.46, 0.24, 0.23, 0.32, 0.31, 0.42, 0.35]}



{"formula": "C4H7N3O", "method": "ωB97M-V/def2-TZVPD", "e_homo_ev": -8.691, "e_tot_ha": -395.97040, "max_force_ha_per_bohr": 0.0975, "relative_energy_kcal_mol": 111.7, "species": ["C", "C", "C", "C", "N", "N", "N", "O", "H", "H", "H", "H", "H", "H", "H"], "coordinates": [[-1.606, 0.385, 0.927], [-2.508, -0.508, -0.706], [-0.660, -0.318, 0.241], [1.446, -0.515, 0.670], [-1.262, -0.848, -0.830], [2.038, 0.708, -1.133], [2.148, 0.513, 0.248], [-2.859, 0.250, 0.327], [-1.595, 0.987, 1.872], [-3.263, -0.855, -1.358], [1.293, -0.513, 1.711], [1.662, -1.437, 0.217], [2.043, -0.278, -1.533], [1.161, 1.023, -1.303], [1.961, 1.405, 0.650]], "forces_ev_per_a": [[0.360, 1.091, 2.306], [-0.072, -0.903, -1.280], [3.012, 1.322, 2.141], [-4.701, -0.239, 1.210], [-1.389, -0.818, -1.215], [3.929, -2.740, -1.484], [1.106, 1.655, -1.049], [1.950, -0.288, 0.080], [-0.017, -0.766, -1.222], [-0.832, -0.010, -0.510], [0.099, -0.438, 1.248], [0.001, -1.142, -0.569], [0.196, 1.787, 0.269], [-3.726, 1.174, -0.759], [0.085, 0.316, 0.834]], "mulliken_charge": [-0.31, -0.06, 0.22, -0.77, -0.49, -0.65, -0.06, -0.32, 0.33, 0.43, 0.46, 0.32, 0.31, 0.28, 0.32]}